1.
Below is a single C6H10 molecule, with properties calculated with the ωB97M-V functional and the def2-TZVPD basis.

Last column: natural (NBO) charge in e.
Cartesian coordinates (Å):
C -1.511 -0.158 1.679  -0.7802
C -0.902 0.448 0.484  0.1731
C 0.401 -0.983 -0.322  -0.4179
C 0.570 0.332 0.426  -0.3820
C 1.046 1.037 -0.850  -0.4052
C 0.303 0.032 -1.684  -0.3606
H -0.889 -0.827 2.292  0.1821
H -2.462 -0.645 1.455  0.2342
H -1.776 0.723 2.284  0.2686
H -0.333 -1.715 -0.015  0.2217
H 1.267 -1.581 -0.532  0.2327
H 1.162 0.354 1.346  0.1992
H 0.742 2.070 -0.977  0.2106
H 2.117 0.975 -1.002  0.2002
H 0.866 -0.487 -2.443  0.1917
H -0.602 0.423 -2.140  0.2317

- orbital gap (eV) = 8.6
- HOMO (eV) = -7.90
- ΔE to the lowest compared entry with this formula, charge and spin (kJ/mol) = 464.0
- LUMO energy (eV) = 0.69

=====

2.
Below is a single C6H10 molecule, with properties calculated with the ωB97M-V functional and the def2-TZVPD basis.

Last column: natural (NBO) charge in e.
Cartesian coordinates (Å):
C 0.641 0.048 -2.268  -0.6075
C 0.149 0.418 -0.874  -0.3703
C -0.534 -0.753 -0.130  -0.4840
C -1.067 -0.251 1.166  0.0544
C -0.333 0.173 2.235  -0.4461
C 1.023 -0.160 2.499  -0.1338
H 1.342 -0.792 -2.228  0.2075
H 1.160 0.895 -2.729  0.2144
H -0.189 -0.234 -2.927  0.2024
H 0.989 0.748 -0.252  0.2098
H -0.542 1.270 -0.938  0.1961
H -1.349 -1.153 -0.747  0.2093
H 0.211 -1.540 0.040  0.2428
H -0.895 0.871 2.857  0.2037
H -2.137 -0.036 1.202  0.1926
H 1.433 0.608 3.187  0.1087

- orbital gap (spin up / spin down) (eV) = 7.6 / 7.4
- HOMO (spin up / spin down) (eV) = -8.44 / -8.15
- ΔE to the lowest compared entry with this formula, charge and spin (kJ/mol) = 393.6
- LUMO energy (spin up / spin down) (eV) = -0.80 / -0.78

=====

3.
Below is a single C6H10 molecule, with properties calculated with the ωB97M-V functional and the def2-TZVPD basis.

Last column: natural (NBO) charge in e.
Cartesian coordinates (Å):
C -1.524 0.491 0.998  -0.6043
C -0.316 -0.021 0.308  -0.0360
C -0.300 -0.764 -1.056  -0.3957
C 1.007 -0.010 -1.441  -0.3955
C 0.966 0.637 -0.075  -0.2072
C 0.965 -0.339 1.064  -0.4762
H -1.216 1.019 1.907  0.2130
H -2.198 -0.323 1.299  0.2115
H -2.065 1.172 0.340  0.2030
H -0.252 -1.863 -1.100  0.1979
H -1.153 -0.437 -1.658  0.2099
H 0.873 0.708 -2.254  0.2062
H 1.894 -0.621 -1.634  0.2021
H 1.133 1.681 0.166  0.2179
H 1.131 0.129 2.032  0.2186
H 0.822 -1.400 1.036  0.2349

- SMILES = C[C@@]12CC[C@@H]1C2
- orbital gap (eV) = 9.9
- HOMO (eV) = -8.77
- ΔE to the lowest compared entry with this formula, charge and spin (kJ/mol) = 199.1
- LUMO energy (eV) = 1.15

=====

4.
Below is a single C6H10 molecule, with properties calculated with the ωB97M-V functional and the def2-TZVPD basis.

Last column: natural (NBO) charge in e.
Cartesian coordinates (Å):
C 2.838 0.140 0.360  -0.5886
C 1.926 -0.888 -0.315  -0.4691
C 0.502 -0.635 -0.051  -0.0091
C -0.661 -0.413 0.182  -0.0252
C -2.074 -0.126 0.464  -0.4657
C -2.684 0.887 -0.513  -0.5886
H 2.599 1.153 0.021  0.2095
H 2.721 0.109 1.449  0.2096
H 3.885 -0.066 0.116  0.2065
H 2.090 -0.890 -1.399  0.2239
H 2.182 -1.894 0.039  0.2235
H -2.160 0.255 1.489  0.2240
H -2.647 -1.061 0.433  0.2239
H -2.663 0.504 -1.538  0.2092
H -3.725 1.097 -0.246  0.2066
H -2.127 1.830 -0.492  0.2095

- SMILES = CCC#CCC
- orbital gap (eV) = 10.4
- HOMO (eV) = -9.36
- ΔE to the lowest compared entry with this formula, charge and spin (kJ/mol) = 118.8
- LUMO energy (eV) = 1.09

=====

5.
Below is a 2-piece molecular cluster, C6H10 overall, with properties calculated with the ωB97M-V functional and the def2-TZVPD basis.

Last column: natural (NBO) charge in e.
Cartesian coordinates (Å):
C 1.172 0.115 2.413  -0.5910
C 1.063 -0.890 1.369  -0.2506
C -2.206 0.218 -2.433  -0.3327
C -1.051 0.341 -1.706  -0.2926
C -0.649 -0.434 -0.616  -0.0523
C 0.726 -0.256 0.028  -0.5259
H 1.648 -0.088 3.434  0.2325
H 0.272 0.804 2.513  0.2178
H 2.130 1.269 2.017  0.0901
H 1.676 -1.767 1.357  0.1996
H 1.393 -0.476 -0.852  0.2948
H -2.405 0.912 -3.299  0.2067
H -2.955 -0.548 -2.210  0.1983
H -0.289 1.135 -1.999  0.2051
H -1.310 -1.173 -0.205  0.1965
H 0.784 0.839 0.189  0.2037

- orbital gap (eV) = 4.1
- HOMO (eV) = -5.97
- ΔE to the lowest compared entry with this formula, charge and spin (kJ/mol) = 670.3
- LUMO energy (eV) = -1.90

=====

6.
Below is a 2-piece molecular cluster, C6H10 overall, with properties calculated with the ωB97M-V functional and the def2-TZVPD basis.

Last column: natural (NBO) charge in e.
Cartesian coordinates (Å):
C -1.987 -0.007 0.643  -0.3288
C -0.903 -0.240 -0.089  -0.0328
C -0.374 1.071 -0.466  -0.1948
C 0.907 1.110 -0.116  -0.2536
C 1.379 -0.186 0.531  -0.4332
C 0.216 -1.182 0.301  -0.4434
H -2.044 -0.415 1.636  0.1954
H -2.675 0.777 0.346  0.1940
H -1.003 1.843 -0.886  0.2255
H 1.540 1.961 -0.291  0.2114
H 1.528 -0.021 1.607  0.2131
H 2.328 -0.551 0.126  0.2132
H -0.085 -1.741 1.193  0.2134
H 0.485 -1.938 -0.452  0.2280
H 0.660 -0.040 -2.031  0.0166
H 0.028 -0.441 -2.053  -0.0241

- SMILES = C=C1C=CCC1.[H][H]
- orbital gap (eV) = 9.1
- HOMO (eV) = -7.96
- ΔE to the lowest compared entry with this formula, charge and spin (kJ/mol) = 331.1
- LUMO energy (eV) = 1.14